# 1
{"formula": "C11H21BeBr2ClCsN2NaO7S", "method": "ωB97M-V/def2-TZVPD", "orbital_gap_ev": 1.8376, "energy_ev": -197845.9624, "e_homo_ha": -0.4655, "total_charge": 2, "elements": ["C", "C", "O", "O", "C", "C", "C", "C", "N", "C", "C", "N", "C", "H", "H", "H", "H", "H", "H", "H", "H", "H", "H", "H", "H", "H", "H", "H", "O", "S", "O", "O", "O", "Br", "C", "C", "Br", "H", "H", "H", "H", "O", "H", "H", "Na", "Cs", "Cl", "Be"], "positions_angstrom": [[-0.05, 2.25, -0.63], [0.97, 1.57, -1.47], [1.38, 2.07, -2.49], [1.48, 0.38, -1.09], [0.48, -0.65, -1.03], [1.09, -2.01, -0.78], [1.34, -2.43, 0.75], [0.24, -2.04, 1.71], [0.65, -0.97, 2.64], [0.07, -0.70, 3.89], [0.78, 0.30, 4.43], [1.77, 0.67, 3.55], [1.64, -0.11, 2.48], [-0.61, 2.94, -1.24], [-0.76, 1.59, -0.15], [0.46, 2.82, 0.15], [-0.31, -0.38, -0.33], [0.01, -0.70, -2.01], [0.56, -2.83, -1.30], [2.10, -1.96, -1.26], [2.34, -2.11, 1.07], [1.38, -3.53, 0.79], [0.04, -2.91, 2.34], [-0.71, -1.80, 1.18], [-0.75, -1.22, 4.33], [0.68, 0.79, 5.38], [2.49, 1.38, 3.64], [2.25, -0.08, 1.60], [1.85, 5.07, 3.33], [2.30, 4.01, 2.43], [2.91, 4.54, 1.22], [1.15, 3.17, 2.07], [3.30, 3.19, 3.14], [-3.22, -0.42, -0.96], [-3.17, -0.09, -2.88], [-2.30, 1.09, -3.19], [-3.17, 2.80, -2.79], [-4.19, 0.03, -3.21], [-2.76, -0.99, -3.32], [-2.08, 1.14, -4.26], [-1.37, 1.07, -2.63], [-3.96, -2.40, -4.76], [-3.51, -2.86, -5.48], [-4.88, -2.40, -5.03], [0.49, 3.41, -3.89], [2.33, -4.30, -1.39], [1.54, -4.60, 2.97], [-2.27, -1.80, 2.51]]}

---

# 2
{"formula": "C11H21Br10Cl3", "method": "ωB97M-V/def2-TZVPD", "orbital_gap_ev": 8.0525, "energy_ev": -749726.2456, "e_homo_ha": -0.3009, "elements": ["Br", "C", "C", "Br", "H", "H", "H", "H", "Br", "C", "C", "Br", "H", "H", "H", "H", "Br", "C", "C", "Br", "H", "H", "H", "H", "Br", "C", "C", "Br", "H", "H", "H", "H", "Br", "C", "C", "Br", "H", "H", "H", "H", "C", "Cl", "Cl", "Cl", "H"], "positions_angstrom": [[2.49, 1.11, -0.12], [4.28, 1.97, 0.22], [5.20, 1.51, -0.94], [7.04, 2.27, -0.57], [4.69, 1.54, 1.13], [4.09, 3.03, 0.40], [4.83, 1.98, -1.85], [5.30, 0.47, -1.26], [-3.48, 2.54, 0.71], [-2.20, 1.61, 1.97], [-2.91, 0.89, 3.17], [-4.02, 2.22, 4.15], [-1.47, 2.37, 2.25], [-1.61, 0.99, 1.30], [-2.14, 0.62, 3.89], [-3.50, 0.00, 2.94], [-0.75, -2.07, -0.73], [-0.48, -0.11, -0.72], [0.30, 0.43, 0.55], [0.25, 2.42, 0.81], [-1.45, 0.36, -0.87], [0.01, 0.13, -1.66], [1.34, 0.09, 0.49], [-0.07, 0.09, 1.52], [2.49, -2.13, -4.70], [2.68, -2.58, -2.74], [1.92, -1.64, -1.82], [2.33, -2.01, 0.08], [3.76, -2.63, -2.59], [2.32, -3.58, -2.50], [0.87, -1.60, -2.10], [2.23, -0.60, -1.94], [-4.20, -1.10, -3.28], [-2.97, 0.11, -2.35], [-3.41, 0.34, -0.91], [-3.62, -1.38, 0.07], [-3.14, 1.03, -2.91], [-1.94, -0.23, -2.44], [-4.38, 0.84, -0.87], [-2.65, 1.00, -0.49], [-1.54, -2.17, 3.00], [-0.34, -0.93, 2.71], [-2.32, -2.37, 1.40], [-2.71, -1.69, 4.27], [-1.10, -3.12, 3.32]]}

---

# 3
{"formula": "C11H21Cl3IO4P2Tb", "method": "ωB97M-V/def2-TZVPD", "orbital_gap_ev": [4.2974, 4.3043], "spin_multiplicity": 7, "energy_ev": -106605.1739, "e_homo_ha": [-0.5200, -0.5202], "total_charge": 2, "elements": ["C", "C", "H", "H", "H", "O", "I", "Tb", "P", "C", "C", "H", "H", "H", "H", "H", "H", "C", "H", "H", "H", "P", "C", "C", "H", "H", "H", "C", "H", "H", "H", "H", "H", "H", "C", "O", "Cl", "C", "Cl", "Cl", "C", "O", "O"], "positions_angstrom": [[2.72, -0.79, -1.05], [1.83, -0.16, -0.06], [3.04, -1.79, -0.69], [3.61, -0.17, -1.22], [2.19, -0.93, -2.01], [0.58, -0.47, 0.02], [1.05, 1.81, -2.17], [-1.45, 0.65, -0.11], [-1.91, -1.23, -2.30], [-3.23, -2.49, -2.28], [-2.49, -0.16, -3.68], [-2.74, -0.80, -4.53], [-0.92, -2.74, -3.93], [-1.69, 0.55, -3.94], [0.21, -1.42, -3.46], [-4.16, -2.03, -1.92], [-3.38, 0.40, -3.34], [-0.54, -2.14, -3.10], [-3.36, -2.91, -3.29], [-0.08, -2.80, -2.35], [-2.95, -3.29, -1.58], [2.53, 0.80, 1.34], [1.85, 0.05, 2.82], [4.31, 0.73, 1.44], [1.93, 2.85, 0.23], [2.66, 3.12, 1.87], [0.95, 2.57, 1.72], [1.96, 2.50, 1.28], [4.78, 1.14, 0.53], [4.62, 1.33, 2.31], [2.60, 0.14, 3.61], [1.65, -1.01, 2.62], [4.64, -0.30, 1.59], [0.93, 0.56, 3.13], [-1.61, -1.18, 1.72], [-1.50, -1.97, 2.54], [-4.02, 3.08, 2.31], [-3.09, 2.05, 3.24], [-3.82, 1.03, 4.36], [-3.92, 0.12, 0.01], [-1.64, 1.83, 2.91], [-0.85, 1.54, 3.82], [-1.32, 1.90, 1.62]]}

---

# 4
{"formula": "C11H21N", "method": "ωB97M-V/def2-TZVPD", "orbital_gap_ev": 9.6297, "energy_ev": -13235.3442, "e_homo_ha": -0.3235, "smiles": "CN[C@H]1C[C@H]2CC[C@]1(C)C2(C)C", "elements": ["C", "C", "C", "C", "C", "C", "C", "C", "C", "C", "C", "H", "H", "H", "H", "H", "H", "H", "H", "H", "H", "H", "H", "H", "H", "H", "H", "H", "H", "H", "H", "H", "N"], "positions_angstrom": [[0.71, 3.39, 0.40], [0.42, 0.99, 0.17], [-0.60, 0.83, 1.24], [-1.33, -0.45, 0.85], [-2.11, -0.23, -0.42], [-1.01, 0.02, -1.49], [0.25, -0.23, -0.74], [1.59, -0.52, -1.41], [-0.11, -1.32, 0.29], [-0.49, -2.62, -0.32], [0.91, -1.67, 1.45], [1.48, 2.95, 1.27], [-0.38, 3.82, 0.81], [1.30, 4.23, -0.24], [1.32, 2.07, -1.01], [1.44, 0.94, 0.56], [-0.13, 0.84, 2.21], [-1.21, 1.69, 1.28], [-1.90, -0.90, 1.61], [-2.74, -1.14, -0.67], [-2.72, 0.64, -0.37], [-1.17, -0.63, -2.42], [-1.05, 1.14, -1.78], [1.85, 0.22, -2.12], [2.41, -0.65, -0.63], [1.40, -1.43, -1.95], [0.36, -3.23, -0.64], [-1.02, -3.26, 0.46], [-1.20, -2.52, -1.09], [1.60, -0.75, 1.79], [1.61, -2.53, 1.08], [0.06, -1.97, 2.32], [0.45, 2.26, -0.48]]}

---

# 5
{"formula": "C11H21N3O2S", "method": "ωB97M-V/def2-TZVPD", "orbital_gap_ev": 9.6413, "energy_ev": -31145.8884, "e_homo_ha": -0.3406, "elements": ["C", "C", "N", "H", "H", "H", "C", "C", "N", "H", "H", "H", "C", "C", "N", "H", "H", "H", "C", "S", "O", "C", "H", "H", "H", "H", "H", "H", "C", "C", "O", "C", "H", "H", "H", "H", "H", "H"], "positions_angstrom": [[2.13, -3.12, -1.46], [1.84, -2.88, -2.87], [1.58, -2.69, -3.98], [2.10, -2.20, -0.90], [3.18, -3.46, -1.50], [1.55, -3.97, -1.14], [3.53, 3.28, -2.08], [4.94, 3.27, -2.51], [6.04, 3.30, -2.83], [3.44, 2.56, -1.27], [2.87, 3.08, -2.92], [3.25, 4.27, -1.71], [-4.40, 0.61, 1.12], [-4.19, 1.64, 0.12], [-3.96, 2.43, -0.68], [-3.89, 0.94, 2.03], [-3.88, -0.30, 0.83], [-5.44, 0.39, 1.33], [0.43, 0.69, -2.74], [-0.77, 0.05, -1.50], [-0.11, -1.23, -1.01], [-0.45, 1.21, -0.16], [-0.15, 1.17, -3.52], [0.92, -0.19, -3.15], [1.15, 1.31, -2.23], [0.62, 1.39, -0.07], [-0.78, 0.84, 0.82], [-1.06, 2.10, -0.32], [-2.06, -1.78, 4.18], [-1.21, -0.87, 3.31], [-1.55, 0.30, 3.21], [0.06, -1.40, 2.66], [-2.27, -1.32, 5.14], [-1.62, -2.76, 4.39], [-3.00, -1.98, 3.66], [0.24, -1.27, 1.60], [0.08, -2.48, 2.86], [0.83, -0.96, 3.29]]}

---

# 6
{"formula": "C11H21N3O3", "method": "ωB97M-V/def2-TZVPD", "orbital_gap_ev": 9.7691, "energy_ev": -22360.2339, "e_homo_ha": -0.3370, "smiles": "NCCCC[C@H](NC(=O)[C@@H]1CCCN1)C(=O)O", "elements": ["C", "C", "C", "C", "C", "C", "C", "C", "C", "C", "C", "H", "H", "H", "H", "H", "H", "H", "H", "H", "H", "H", "H", "H", "H", "H", "H", "H", "H", "H", "H", "H", "N", "N", "N", "O", "O", "O"], "positions_angstrom": [[2.68, -1.21, -0.27], [1.89, 0.14, -0.55], [2.13, -2.41, -1.02], [0.97, -2.88, 0.03], [1.69, -2.70, 1.44], [0.03, 1.46, 0.00], [0.53, 2.90, 0.07], [-1.27, 1.37, 0.74], [-2.31, 0.53, -0.01], [-3.53, -0.17, 0.72], [-4.62, -0.67, -0.30], [3.31, -1.29, 1.72], [3.75, -1.07, -0.49], [2.81, -3.23, -1.17], [1.79, -2.11, -2.02], [0.16, -2.18, -0.04], [0.55, -3.89, -0.07], [2.28, -3.64, 1.67], [1.02, -2.48, 2.27], [1.08, 0.01, 1.25], [-0.11, 1.27, -1.08], [-1.10, 0.98, 1.77], [-1.61, 2.40, 1.01], [-2.67, 1.24, -0.81], [-1.74, -0.27, -0.52], [-3.22, -0.92, 1.40], [-4.17, 0.47, 1.33], [-4.79, 0.10, -1.03], [-5.45, -0.80, 0.39], [-4.88, -2.30, -1.60], [-3.35, -1.99, -1.31], [1.81, 2.32, -1.32], [2.51, -1.56, 1.11], [1.08, 0.55, 0.46], [-4.26, -2.04, -0.84], [1.98, 0.73, -1.63], [0.16, 3.72, 0.87], [1.62, 3.11, -0.69]]}

---

# 7
{"formula": "C11H21NOP", "method": "ωB97M-V/def2-TZVPD", "orbital_gap_ev": 5.6341, "energy_ev": -24571.2575, "e_homo_ha": -0.1015, "total_charge": -1, "elements": ["C", "C", "C", "C", "C", "C", "P", "C", "C", "H", "H", "H", "H", "H", "H", "H", "H", "H", "H", "H", "H", "H", "H", "C", "O", "N", "C", "C", "H", "H", "H", "H", "H", "H", "H"], "positions_angstrom": [[-2.67, -2.63, -0.98], [-1.31, -2.26, -0.43], [-0.26, -1.91, -1.26], [0.99, -1.59, -0.74], [1.24, -1.61, 0.63], [2.56, -1.22, 1.21], [2.40, 0.31, 2.47], [0.18, -1.98, 1.47], [-1.07, -2.29, 0.95], [-2.66, -2.62, -2.07], [-2.95, -3.64, -0.65], [-3.44, -1.94, -0.62], [-0.42, -1.90, -2.34], [1.80, -1.30, -1.40], [3.23, -0.89, 0.42], [2.97, -2.06, 1.78], [1.96, -0.64, 3.54], [3.82, 0.11, 2.84], [2.83, 1.21, 1.41], [0.99, 0.52, 2.06], [2.29, 1.44, 3.42], [0.36, -1.99, 2.54], [-1.88, -2.55, 1.62], [0.07, 1.79, -0.54], [1.18, 2.16, -0.24], [-0.83, 2.53, -1.25], [-2.14, 2.02, -1.58], [-0.44, 3.86, -1.67], [-0.31, 0.79, -0.26], [-2.28, 1.98, -2.66], [-2.92, 2.65, -1.15], [-2.24, 1.01, -1.18], [0.44, 3.82, -2.31], [-0.20, 4.48, -0.80], [-1.27, 4.32, -2.22]]}

---

# 8
{"formula": "C11H21O6S", "method": "ωB97M-V/def2-TZVPD", "orbital_gap_ev": 9.4408, "energy_ev": -34859.4779, "e_homo_ha": -0.4666, "total_charge": 1, "elements": ["C", "C", "O", "O", "C", "O", "C", "S", "C", "C", "C", "O", "H", "H", "H", "H", "H", "H", "H", "H", "H", "H", "H", "H", "H", "O", "C", "O", "C", "C", "C", "H", "H", "H", "H", "H", "H", "H", "H"], "positions_angstrom": [[-2.34, -1.76, 3.50], [-2.39, -3.07, 2.73], [-3.07, -3.15, 1.80], [-1.59, -4.20, 3.08], [-0.68, -4.43, 2.08], [-0.57, -5.46, 1.59], [0.16, -3.23, 1.60], [1.46, -3.78, 0.43], [1.45, -2.45, -0.84], [1.47, -1.08, -0.09], [2.52, -0.08, -0.73], [0.22, -0.45, -0.04], [-1.67, -1.77, 4.37], [-1.92, -1.01, 2.80], [-3.36, -1.44, 3.72], [0.59, -2.64, 2.42], [-0.51, -2.58, 1.00], [1.04, -4.93, -0.17], [0.46, -2.52, -1.33], [2.25, -2.58, -1.58], [1.79, -1.20, 0.95], [3.19, -0.69, -1.36], [1.95, 0.61, -1.37], [3.03, 0.50, 0.04], [-0.12, -0.25, -0.93], [1.83, 2.77, -0.17], [0.93, 3.35, -0.71], [-0.19, 2.67, -1.05], [-1.38, 3.30, -1.54], [-1.30, 3.55, -3.03], [1.05, 4.81, -1.09], [-1.61, 4.20, -0.97], [-2.19, 2.59, -1.34], [-0.49, 4.24, -3.28], [-2.23, 3.98, -3.40], [-1.10, 2.62, -3.57], [1.62, 4.88, -2.02], [1.59, 5.32, -0.30], [0.10, 5.32, -1.20]]}

---

Repeat the sixth record exactly.
{"formula": "C11H21N3O3", "method": "ωB97M-V/def2-TZVPD", "orbital_gap_ev": 9.7691, "energy_ev": -22360.2339, "e_homo_ha": -0.3370, "smiles": "NCCCC[C@H](NC(=O)[C@@H]1CCCN1)C(=O)O", "elements": ["C", "C", "C", "C", "C", "C", "C", "C", "C", "C", "C", "H", "H", "H", "H", "H", "H", "H", "H", "H", "H", "H", "H", "H", "H", "H", "H", "H", "H", "H", "H", "H", "N", "N", "N", "O", "O", "O"], "positions_angstrom": [[2.68, -1.21, -0.27], [1.89, 0.14, -0.55], [2.13, -2.41, -1.02], [0.97, -2.88, 0.03], [1.69, -2.70, 1.44], [0.03, 1.46, 0.00], [0.53, 2.90, 0.07], [-1.27, 1.37, 0.74], [-2.31, 0.53, -0.01], [-3.53, -0.17, 0.72], [-4.62, -0.67, -0.30], [3.31, -1.29, 1.72], [3.75, -1.07, -0.49], [2.81, -3.23, -1.17], [1.79, -2.11, -2.02], [0.16, -2.18, -0.04], [0.55, -3.89, -0.07], [2.28, -3.64, 1.67], [1.02, -2.48, 2.27], [1.08, 0.01, 1.25], [-0.11, 1.27, -1.08], [-1.10, 0.98, 1.77], [-1.61, 2.40, 1.01], [-2.67, 1.24, -0.81], [-1.74, -0.27, -0.52], [-3.22, -0.92, 1.40], [-4.17, 0.47, 1.33], [-4.79, 0.10, -1.03], [-5.45, -0.80, 0.39], [-4.88, -2.30, -1.60], [-3.35, -1.99, -1.31], [1.81, 2.32, -1.32], [2.51, -1.56, 1.11], [1.08, 0.55, 0.46], [-4.26, -2.04, -0.84], [1.98, 0.73, -1.63], [0.16, 3.72, 0.87], [1.62, 3.11, -0.69]]}

---

Q: Which formula does entry 3 have?
A: C11H21Cl3IO4P2Tb